73
Properties=species:S:1:pos:R:3 method="wB97M-V/def2-TZVPD" homo_energy_ev=-8.60 de_lowest_kj_mol=0.0 e_tot_ev=-68519.48723 lumo_energy_ev=0.23 gap_ev=8.83 smiles="O=[PH2][C@@H](CNOB(O)O)OCP(O)I.COCCNCCOC.COCCNCCOC"
O 2.93504 1.97912 3.36252
P 3.57098 3.24819 2.87109
C 3.48179 3.65429 1.06036
C 3.63352 2.35168 0.28316
N 4.72537 1.66100 0.97614
O 4.44315 0.27230 0.97971
B 4.35225 -0.23653 2.28126
O 5.08168 0.30782 3.33385
O 3.59597 -1.39930 2.40894
O 2.38431 4.49324 0.76791
C 1.20427 4.01765 0.15491
P -0.17081 3.31088 1.24722
O 0.57387 3.56643 2.69673
I 0.00997 0.85797 0.90000
H 4.93396 3.39306 3.18650
H 2.99792 4.40183 3.43792
H 4.37661 4.27289 0.86035
H 3.84829 2.52172 -0.78557
H 2.73944 1.72969 0.36683
H 5.59319 1.75787 0.45787
H 4.50686 0.83423 3.88601
H 2.69226 -1.23491 2.14968
H 0.73722 4.93129 -0.24938
H 1.37133 3.34999 -0.70324
H 0.57070 2.78710 3.25999
C -3.94902 -5.28931 4.20015
O -3.15278 -4.25993 4.74473
C -1.85431 -4.65660 5.16764
C -0.77256 -4.13480 4.24519
N -0.81464 -4.78643 2.94591
C 0.03547 -4.19858 1.91805
C -0.16046 -2.73012 1.55570
O -1.34453 -2.43423 0.83910
C -2.51579 -2.32506 1.62337
H -4.97145 -4.91698 4.15590
H -3.64059 -5.57236 3.18743
H -3.92807 -6.18541 4.82871
H -1.79833 -5.74691 5.24913
H -1.69516 -4.23214 6.16222
H 0.19925 -4.33680 4.70823
H -0.88367 -3.04343 4.18893
H -1.76891 -4.82550 2.61586
H -0.09899 -4.78320 1.00473
H 1.07990 -4.32466 2.22315
H 0.65624 -2.45920 0.88014
H -0.08664 -2.07459 2.43466
H -2.31021 -1.85273 2.58902
H -2.98923 -3.29462 1.80083
H -3.21748 -1.69997 1.07140
C -0.13971 1.72717 -7.30326
O -1.50929 1.75807 -6.96622
C -2.06358 0.51069 -6.56759
C -2.35659 0.47013 -5.08237
N -1.13458 0.45994 -4.29580
C -1.30238 0.64440 -2.85876
C -2.00051 1.90113 -2.35215
O -1.24688 3.09692 -2.48891
C -1.25647 3.67993 -3.77663
H 0.08707 2.66012 -7.81720
H 0.51060 1.64943 -6.42457
H 0.08802 0.89218 -7.97356
H -1.39591 -0.30927 -6.85090
H -3.00454 0.38676 -7.10990
H -2.91924 -0.44567 -4.87047
H -3.01673 1.31747 -4.85156
H -0.49554 1.15544 -4.65503
H -0.30571 0.62620 -2.41077
H -1.83771 -0.22486 -2.46138
H -2.14110 1.78307 -1.27636
H -2.99796 2.02804 -2.79068
H -2.23198 3.57069 -4.25965
H -0.49222 3.25405 -4.43313
H -1.04428 4.74205 -3.65410